Formula: C28H32BrNO8
Source: OMol25
Level of theory: ωB97M-V/def2-TZVPD

## Properties
Total charge ... 0
Relative energy (zero: lowest compared OMol25 entry of this formula, charge and spin) ... 11.3 kJ/mol
Max |F| ... 0.86 eV Å⁻¹
Kohn-Sham gap ... 7.42 eV
SMILES string ... COC(=O)CCC(=O)O[C@]1(C)C(=O)C2=CN(CCCOC(C)C)C(c3ccc(OC)cc3)=CC2=C(Br)C1=O
Electronic energy ... -117468.3795 eV
Lowest unoccupied orbital energy ... -0.02 eV

XYZ file:
```
70
C28H32BrNO8 (ωB97M-V/def2-TZVPD)
C -4.32322 -4.92084 7.58195
O -4.08473 -3.83252 6.69954
C -3.15878 -4.03151 5.75249
O -2.54666 -5.05840 5.62840
C -3.01344 -2.80562 4.88103
C -1.89385 -2.97965 3.86406
C -1.74184 -1.81127 2.92596
O -0.84255 -1.69581 2.12545
O -2.70930 -0.90986 3.04948
C -2.53241 0.22607 2.19496
C -3.77197 1.11132 2.34703
C -2.45833 -0.26854 0.75093
O -3.18822 -1.16213 0.37093
C -1.52580 0.43159 -0.12584
C -1.43690 0.04307 -1.43106
N -0.60157 0.60147 -2.32142
C -0.39592 -0.08835 -3.58012
C 0.32711 -1.42347 -3.36869
C 1.73626 -1.24654 -2.79684
O 1.65499 -0.71453 -1.49624
C 2.61761 -1.18598 -0.56278
C 2.17539 -0.70135 0.81195
C 4.02906 -0.69476 -0.89149
C 0.18687 1.65701 -1.91890
C 1.01318 2.37151 -2.90334
C 0.45926 2.91469 -4.06470
C 1.24323 3.61596 -4.95224
C 2.60857 3.79430 -4.71006
O 3.28922 4.48952 -5.65362
C 4.66189 4.73682 -5.45611
C 3.16297 3.26424 -3.54816
C 2.36581 2.57041 -2.65676
C 0.17915 2.06363 -0.62233
C -0.62633 1.43638 0.37290
C -0.55391 1.70086 1.71588
Br 0.76172 2.89025 2.40615
C -1.31514 1.02120 2.71086
O -1.10310 1.07158 3.90769
H -4.65471 -5.79752 7.02180
H -5.09737 -4.59071 8.26945
H -3.41079 -5.17590 8.12454
H -2.82768 -1.94125 5.52049
H -3.96640 -2.63345 4.37697
H -2.07043 -3.87095 3.25620
H -0.93575 -3.13072 4.36614
H -3.86725 1.41052 3.38819
H -4.65375 0.54802 2.05025
H -3.67552 1.99579 1.72133
H -2.07180 -0.76023 -1.77812
H 0.19881 0.54176 -4.24118
H -1.37007 -0.27196 -4.04406
H 0.39778 -1.93539 -4.32930
H -0.24518 -2.04723 -2.68051
H 2.23214 -2.22658 -2.77805
H 2.32102 -0.57678 -3.44740
H 2.61249 -2.28935 -0.58206
H 2.18564 0.38491 0.84046
H 2.85255 -1.07919 1.57230
H 1.17044 -1.05031 1.03332
H 4.33642 -1.01822 -1.88396
H 4.73082 -1.09395 -0.16477
H 4.06554 0.39102 -0.85011
H -0.59914 2.81061 -4.25700
H 0.82241 4.04680 -5.84665
H 4.98311 5.31527 -6.32053
H 5.23527 3.80557 -5.41138
H 4.83749 5.31830 -4.54600
H 4.21044 3.38927 -3.32521
H 2.79913 2.15844 -1.75930
H 0.80606 2.89267 -0.33280
```